(1)
8
Properties=species:S:1:pos:R:3 method="wB97M-V/def2-TZVPD" total_energy_ev=-26291.7143 e_above_lowest_kj_mol=121.1 e_lumo_ev=-0.77 orbital_gap_ha=0.283
C -0.6824 0.8582 1.0614
N 0.5453 -0.4771 -0.8354
O 0.8801 -2.6201 -1.9042
S 0.6155 0.9680 -0.2125
S 1.4421 -1.2757 -1.8532
H -0.5530 1.5641 1.8833
H -0.5811 -0.1862 1.3851
H -1.6664 1.1687 0.4755

(2)
127
Properties=species:S:1:pos:R:3 method="wB97M-V/def2-TZVPD" total_energy_ev=-90526.4833 e_lumo_ev=-0.57 orbital_gap_ha=0.285 smiles="CCNC1=CC(=O)c2c(c(COCCOCC)cc(C)c2P(O)Cl)C1=O.C1CCOC1.C1CCOC1.C1CCOC1.C1CCOC1.C1CCOC1.C1CCOC1"
C 2.0423 1.0155 3.1647
C 1.6374 -0.4254 3.5670
N 0.1940 -0.5694 3.6892
C -0.5014 -0.6490 2.4920
C -0.0449 -0.4714 1.2497
C -0.9251 -0.5395 0.0547
O -0.6450 0.1060 -0.9392
C -2.1700 -1.3854 0.1605
C -2.6965 -1.5489 1.4389
C -3.8566 -2.2654 1.6506
C -4.5210 -2.5138 2.9938
O -5.6608 -1.6726 3.0846
C -6.8843 -2.3682 3.0967
C -8.0468 -1.4340 2.7799
O -7.7129 -0.5145 1.7633
C -8.8646 0.1529 1.2922
C -8.5151 1.1606 0.2041
C -4.4608 -2.8188 0.5397
C -3.9521 -2.6655 -0.7185
C -4.7449 -3.3038 -1.8516
C -2.7683 -1.9541 -0.9560
P -1.9912 -1.7242 -2.6223
O -2.6431 -2.8088 -3.6931
Cl 0.0241 -2.3400 -2.4326
C -1.9917 -0.9196 2.6193
O -2.5476 -0.6132 3.6558
H 1.2899 1.4893 2.5290
H 2.9742 0.9734 2.5885
H 2.2211 1.6586 4.0303
H 2.1195 -0.5979 4.5336
H 2.1140 -1.1058 2.8458
H -0.0551 -1.3719 4.2572
H 1.0019 -0.2636 1.0490
H -4.8531 -3.5648 2.9875
H -3.8515 -2.4180 3.8476
H -7.0510 -2.7326 4.1257
H -6.9259 -3.2261 2.4112
H -8.3327 -0.8709 3.6872
H -8.9498 -1.9941 2.4827
H -9.3670 0.6943 2.1104
H -9.5546 -0.5881 0.8553
H -8.2755 0.6929 -0.7550
H -7.6915 1.8253 0.4807
H -9.4023 1.7855 0.0391
H -5.3688 -3.3996 0.6695
H -4.9853 -2.5309 -2.5886
H -4.2219 -4.1334 -2.3276
H -5.7064 -3.6637 -1.4719
H -2.2853 -3.6859 -3.4624
C 7.2902 0.0041 1.1776
C 7.5467 -0.3521 2.6350
C 6.1647 -0.1768 3.2462
O 5.2182 -0.4859 2.2180
C 5.9003 -0.5661 0.9565
H 8.0292 -0.4029 0.4897
H 7.2739 1.0893 1.0579
H 7.8617 -1.3967 2.7132
H 8.3047 0.2679 3.1132
H 5.9982 0.8602 3.5612
H 5.9960 -0.8307 4.1038
H 5.9450 -1.6207 0.6624
H 5.3352 -0.0194 0.2005
C -3.1741 2.3093 -0.6341
C -3.5391 2.2815 0.8452
C -4.8960 2.9681 0.8435
O -5.5060 2.6723 -0.4176
C -4.5278 2.0943 -1.2922
H -2.4405 1.5587 -0.9193
H -2.7786 3.2931 -0.9021
H -3.6442 1.2465 1.1839
H -2.8119 2.7773 1.4879
H -4.7899 4.0567 0.9216
H -5.5427 2.6235 1.6520
H -4.7539 1.0264 -1.3946
H -4.5978 2.5594 -2.2766
C 7.5841 4.8289 2.3388
C 8.9170 5.1973 1.7024
C 9.2454 3.9364 0.9179
O 7.9957 3.3568 0.5282
C 6.9337 4.0025 1.2406
H 6.9844 5.6887 2.6344
H 7.7530 4.2102 3.2241
H 8.7829 6.0397 1.0194
H 9.6901 5.4633 2.4221
H 9.7783 3.2087 1.5402
H 9.8449 4.1369 0.0291
H 6.3894 4.6385 0.5347
H 6.2459 3.2494 1.6302
C -2.3690 -6.3236 -7.1738
C -0.9062 -5.9463 -6.9771
C -0.9492 -5.2408 -5.6329
O -2.0101 -5.8440 -4.8789
C -2.7963 -6.6624 -5.7553
H -2.5211 -7.1471 -7.8702
H -2.9301 -5.4599 -7.5386
H -0.2936 -6.8487 -6.9088
H -0.5021 -5.3213 -7.7720
H -1.1757 -4.1754 -5.7442
H -0.0134 -5.3394 -5.0811
H -2.5842 -7.7108 -5.5201
H -3.8552 -6.4737 -5.5750
C -5.8485 7.6165 -1.7435
C -5.3836 6.6603 -0.6538
C -4.0892 7.3148 -0.1966
O -4.2522 8.7240 -0.3900
C -5.4225 8.9629 -1.1774
H -6.9164 7.5616 -1.9512
H -5.3095 7.4123 -2.6720
H -6.1078 6.6503 0.1648
H -5.2447 5.6351 -0.9966
H -3.2404 6.9842 -0.8054
H -3.8622 7.1151 0.8517
H -6.1946 9.3791 -0.5208
H -5.1960 9.6953 -1.9534
C 10.6479 -3.9056 -1.4810
C 9.6314 -4.6225 -0.6028
C 9.0549 -3.4719 0.2079
O 9.1223 -2.3095 -0.6247
C 9.9391 -2.5905 -1.7667
H 10.9103 -4.4514 -2.3863
H 11.5647 -3.7225 -0.9151
H 8.8525 -5.0698 -1.2252
H 10.0613 -5.4065 0.0191
H 9.6508 -3.2810 1.1073
H 8.0200 -3.6446 0.5080
H 9.2840 -2.6743 -2.6403
H 10.6318 -1.7644 -1.9309

(3)
13
Properties=species:S:1:pos:R:3 method="wB97M-V/def2-TZVPD" total_energy_ev=-9715.5156 e_above_lowest_kj_mol=310.2 charge=+1 e_lumo_ev=-4.18 orbital_gap_ha=0.421 smiles=Cn1cc[n+](O)n1
C -0.1897 1.1795 -0.3087
C 1.1663 1.2211 -0.2830
C -1.8465 -0.7242 0.0818
N 0.5189 -0.7723 0.2994
N -0.5644 -0.1467 -0.1004
N 1.4935 -0.0282 0.1018
O 2.6586 -0.5794 0.3558
H -0.9968 2.0027 -0.3610
H 1.9942 1.9866 -0.5790
H -2.1833 -0.3214 1.0450
H -2.5142 -0.4484 -0.7713
H -1.7724 -1.8475 -0.0155
H 2.2358 -1.5218 0.5353

(4)
18
Properties=species:S:1:pos:R:3 method="wB97M-V/def2-TZVPD" total_energy_ev=-11384.9746 e_above_lowest_kj_mol=186.0 e_lumo_ev=-0.18 orbital_gap_ha=0.331 smiles="CC(=O)C(N)=O.CN"
C 0.6932 0.1755 -2.2630
C 1.1117 0.1846 1.7882
N 0.9059 -0.9898 -1.4623
C -0.0360 0.4592 0.8670
O -0.0977 1.4396 0.1140
H 1.7536 -0.8889 -0.9143
H 0.3688 1.0422 -1.5234
H -0.1526 0.0164 -2.9322
H 1.5903 0.4393 -2.8191
H 1.2188 -0.8872 1.9373
H 0.8868 0.6259 2.7604
H 2.0287 0.6348 1.4118
N -2.3501 0.0506 0.4111
C -1.2894 -0.3812 1.1220
O -1.2907 -1.3433 1.8624
H -3.2374 -0.4187 0.4873
H -2.2673 0.9016 -0.1207
H 0.1632 -1.0608 -0.7264

(5)
17
Properties=species:S:1:pos:R:3 method="wB97M-V/def2-TZVPD" total_energy_ev=-7415.0135 e_above_lowest_kj_mol=581.0 e_lumo_ev=1.24 orbital_gap_ha=0.375 smiles="C1=CC1CC1=CC1.[H][H]"
C 2.0079 0.6668 -0.2619
C 1.0732 1.0027 -1.3849
C 0.5225 0.9105 -0.2205
C -0.6604 1.0036 0.6687
C -1.0612 -0.3555 1.2525
C -1.2281 -1.5975 0.4283
C -0.1405 -1.5297 1.1235
H 2.6889 1.4351 0.1184
H 2.4123 -0.3473 -0.1625
H 0.9774 1.2187 -2.4375
H -0.7580 -0.5790 -2.3477
H -0.4020 1.6669 1.5057
H -1.4898 1.4783 0.1289
H -1.6729 -0.2590 2.1558
H -1.3618 -0.7570 -1.9560
H -1.8617 -2.1476 -0.2512
H 0.8161 -1.9364 1.4088

(6)
44
Properties=species:S:1:pos:R:3 method="wB97M-V/def2-TZVPD" total_energy_ev=-31544.9744 e_above_lowest_kj_mol=0.0 e_lumo_ev=-1.01 orbital_gap_ha=0.142
C -1.4188 -1.4768 1.2678
C -2.0555 -0.3446 0.4708
C -1.2198 0.0249 -0.7549
C -0.1383 1.0099 -0.3311
S 1.1483 1.0757 -1.5617
C 2.2458 2.4309 -1.0703
C 3.4683 2.0989 -0.2132
C 3.2834 1.8589 1.2969
C 2.2153 2.7597 1.9155
C 3.0680 0.3934 1.6832
O 1.9375 -0.2561 -1.1989
B 2.4814 -1.1040 -2.2398
O 1.6441 -1.9816 -2.8131
O 3.7555 -0.8523 -2.6380
H -1.7027 -2.4271 0.8155
H -1.7864 -1.4841 2.2928
H -0.3190 -1.4030 1.3102
H -2.1607 0.5464 1.1065
H -3.0644 -0.6728 0.1729
H -0.7382 -0.8795 -1.1402
H -1.8314 0.4578 -1.5482
H 0.3463 0.6785 0.5892
H -0.5006 2.0330 -0.2064
H 1.5944 3.1692 -0.5991
H 2.5695 2.8295 -2.0317
H 3.9903 1.2564 -0.6701
H 4.1263 2.9619 -0.3411
H 4.2310 2.1647 1.7487
H 2.3479 3.8053 1.6264
H 1.2063 2.4473 1.6395
H 2.2685 2.7170 3.0034
H 3.4222 0.2109 2.6979
H 3.6165 -0.2840 1.0261
H 2.0175 0.0986 1.6518
H 1.7367 -2.9274 -2.6736
H 4.4692 -0.8585 -1.9968
C -6.4664 -2.1574 -0.3316
C -5.1038 -2.8653 -0.2431
O -4.1075 -2.0875 0.2393
H -6.3873 -1.2845 -0.9871
H -7.2476 -2.8194 -0.7238
H -6.7672 -1.8110 0.6613
H -4.8993 -3.2645 -1.2710
H -5.2756 -3.7872 0.3690

(7)
138
Properties=species:S:1:pos:R:3 method="wB97M-V/def2-TZVPD" total_energy_ev=-72938.3862 e_above_lowest_kj_mol=0.0 charge=+2 e_lumo_ev=-7.30 orbital_gap_ha=0.184
Y -2.6642 -3.1653 -2.4080
C 0.0704 -2.1991 0.8166
C -0.4870 -0.8122 0.6658
C 0.6421 0.1805 1.0100
C 0.3094 1.6217 0.7377
C -0.0706 1.7582 -0.7284
C -1.3215 0.9090 -1.1050
N -1.0125 -0.4467 -0.6529
O -1.9076 -1.3709 -1.1748
C -1.3625 0.9468 -2.6359
C -2.5839 1.5722 -0.5299
C -1.6109 -0.5781 1.7023
H -0.6782 -2.9790 0.6656
H 0.6556 -2.2837 1.7235
H 0.7609 -2.4078 -0.0157
H 1.6006 -0.1408 0.5838
H 0.8531 0.0654 2.0823
H 1.1693 2.2749 0.9031
H -0.4953 2.0041 1.3683
H 0.7688 1.3193 -1.2756
H -0.3382 2.7668 -1.0368
H -2.3812 0.8144 -3.0110
H -0.6322 0.2729 -3.0906
H -1.0671 1.9410 -2.9817
H -3.1442 2.0810 -1.3147
H -2.3674 2.2813 0.2691
H -3.2646 0.8417 -0.0845
H -1.4298 -0.9518 2.7128
H -2.5114 -1.0286 1.2656
H -1.8881 0.4663 1.8465
C 0.7553 4.2527 3.5005
C 1.6668 3.2071 4.0805
C 3.0953 3.2848 3.5640
O 1.5519 3.2270 5.4929
H 0.6722 4.2911 2.4153
H 0.9416 5.2621 3.8728
H -0.2729 4.0592 3.8321
H 1.3381 2.2211 3.6943
H 3.5972 4.1932 3.9185
H 3.1721 3.3227 2.4763
H 3.7236 2.4663 3.9304
H 2.1169 2.5193 5.8195
C 1.7538 -3.8363 5.4422
C 1.6756 -3.4527 3.9624
C 2.8411 -2.5676 3.5680
O 1.6895 -4.6087 3.1253
H 1.6084 -2.9913 6.1153
H 2.7821 -4.1423 5.6564
H 1.0642 -4.6525 5.6532
H 0.7232 -2.9252 3.8084
H 3.7818 -3.1127 3.6124
H 2.8029 -1.7129 4.2448
H 2.7314 -2.2154 2.5384
H 1.2784 -5.3756 3.5329
C -2.2328 -3.1976 5.1992
C -3.7298 -3.4144 5.0750
C -4.4102 -2.3029 4.3096
O -3.9117 -4.5862 4.2645
H -1.7088 -3.8480 5.9014
H -1.8909 -2.1651 5.2888
H -1.7649 -3.5137 4.2530
H -4.1517 -3.5977 6.0642
H -5.3896 -2.6748 4.0119
H -3.8251 -1.9569 3.4501
H -4.5447 -1.3810 4.8795
H -4.0556 -5.3827 4.7818
C -5.3040 4.9471 -2.0549
C -5.1414 4.1142 -3.3448
C -6.0194 2.8830 -3.4573
O -5.3687 4.9232 -4.4875
H -6.2008 4.6929 -1.4929
H -5.2407 6.0116 -2.2766
H -4.4345 4.8000 -1.4051
H -4.0994 3.7552 -3.3024
H -7.0272 3.2499 -3.6831
H -6.0433 2.2626 -2.5675
H -5.7192 2.4096 -4.3943
H -4.6996 5.6146 -4.4814
C 2.0749 5.5549 -2.1465
C 1.5826 6.3071 -0.9306
O 1.4041 5.3983 0.1510
O 1.2419 4.4247 -2.3311
H 3.1207 5.2510 -1.9627
H 2.2440 6.1517 -3.0517
H 0.6662 6.8635 -1.1445
H 2.3874 6.9692 -0.6114
H 1.0265 4.5950 -0.2270
H 1.5081 3.9258 -3.1110
C 0.4964 -3.0990 -2.7647
C 0.1468 -3.3804 -4.2268
O -1.3152 -3.2819 -4.3684
O -0.4357 -3.9114 -1.9916
H 0.3756 -2.0215 -2.6189
H 1.5088 -3.3898 -2.4982
H 0.5221 -4.3816 -4.4410
H 0.5258 -2.6524 -4.9401
H -1.4524 -3.1244 -5.3120
H 0.1311 -4.5947 -1.6179
C 5.0509 -3.2726 0.7888
C 5.8772 -2.0150 0.9925
O 7.0661 -2.2483 1.7303
O 3.9080 -2.8573 0.0191
H 4.7282 -3.6546 1.7573
H 5.6103 -3.9750 0.1728
H 5.2587 -1.2193 1.4239
H 6.2576 -1.6830 0.0241
H 6.8108 -2.5226 2.6183
H 3.3607 -3.6072 -0.2253
C -4.5896 -3.0017 0.1662
C -3.6068 -4.0950 0.5753
O -2.4818 -4.3009 -0.3309
O -4.6729 -2.9726 -1.2899
H -4.3450 -2.0233 0.5742
H -5.5670 -3.2888 0.5507
H -4.1832 -5.0135 0.6985
H -3.2578 -3.8253 1.5763
H -2.0361 -5.0286 0.1229
H -5.6205 -2.9839 -1.4770
C 3.4063 -0.2649 -2.5090
C 3.8708 0.7708 -1.5207
O 5.1941 1.1930 -1.8299
O 4.1839 -1.4487 -2.4131
H 3.6810 0.1261 -3.4941
H 2.3385 -0.4955 -2.5456
H 3.6482 0.5032 -0.4780
H 3.2974 1.7139 -1.5818
H 5.6509 1.4156 -1.0141
H 4.1140 -1.8491 -1.5293
C 2.2195 2.6302 -5.5869
C 0.8787 1.9296 -5.6254
O 0.4425 1.8772 -6.9848
O 2.6378 2.8030 -4.2300
H 2.2380 3.5820 -6.1145
H 2.8721 1.9000 -6.0737
H 0.1188 2.4018 -4.9943
H 1.0131 0.8875 -5.3023
H -0.4887 1.6422 -6.9761
H 3.5679 2.5570 -4.2144

(8)
12
Properties=species:S:1:pos:R:3 method="wB97M-V/def2-TZVPD" total_energy_ev=-23345.0295 e_above_lowest_kj_mol=283.6 e_lumo_ev=0.06 orbital_gap_ha=0.277
C 2.2224 0.5064 1.2456
C -1.6676 0.7156 -0.6201
C -0.0717 -1.3488 -0.4288
P 2.0704 -0.0243 -0.3035
S -1.1270 -0.5171 0.6645
H 3.0119 0.9226 1.9136
H 1.3172 0.4143 1.7946
H -2.4404 0.2994 -1.2946
H -0.7792 0.9673 -1.1762
H -2.2628 1.5272 -0.1720
H 0.0411 -2.3928 -0.2385
H -0.3142 -1.0698 -1.3845